C5H16N2O | ωB97M-V with the def2-TZVPD basis set

Values from the calculation:
F_max (hartree/bohr): 0.0463
ΔE to the lowest compared entry with this formula, charge and spin (kJ/mol): 131.1
E (Ha): -384.80815
HOMO (eV): -8.6
Total charge: 0

Element x y z (Å)
1 C 2.12097 -1.39150 -1.54088
2 N 1.57608 -1.45486 -0.18033
3 C 1.12882 -0.17524 0.37761
4 C -0.01490 0.44189 -0.47325
5 C -1.26082 -0.46609 -0.47619
6 C -2.31186 0.07963 0.48489
7 N -2.95934 1.33869 0.08391
8 H 3.03034 -1.98962 -1.54826
9 H 2.42786 -0.37671 -1.76408
10 H 1.37293 -1.72139 -2.26339
11 H 0.82967 -2.11338 -0.04646
12 H 1.97222 0.51660 0.35686
13 H 0.76470 -0.34149 1.38409
14 H 0.42344 0.61279 -1.46035
15 H -0.25797 1.48303 -0.24549
16 H -1.04420 -1.40227 0.04800
17 H -1.59329 -0.62641 -1.49671
18 H -3.12401 -0.65486 0.55309
19 H -2.02618 0.22350 1.52721
20 H -2.36894 2.11606 0.33347
21 H -3.25265 1.39885 -0.87582
22 O 1.49660 1.39532 2.79354
23 H 0.93295 1.99449 2.29104
24 H 2.13758 1.11297 2.13748

Results of the Löwdin charge analysis, in e, for atoms 1 through 8: C -0.12; N -0.13; C -0.26; C -0.20; C -0.19; C -0.29; N -0.01; H 0.07